# 1
A cluster of 2 separate species, C2H3NO2S in total, computed with ωB97M-V/def2-TZVPD.

CARTESIAN COORDINATES (ANGSTROEM)
C  2.15834  -0.53730  0.12054
C  -1.69710  -0.51548  0.06019
N  -0.18927  1.20002  0.00821
O  1.33197  -1.32971  0.13978
O  -1.25428  0.56485  -0.51441
S  3.33994  0.44265  0.12220
H  -2.38209  -1.00502  -0.43554
H  -1.10651  -0.95707  0.88984
H  -0.20101  2.13705  -0.39081

Highest occupied orbital energy (spin up / spin down) = -8.259 / -9.132 eV
Kohn-Sham gap (spin up / spin down) = 8.289 / 9.437 eV

# 2
A cluster of 2 separate species, C2H3NO2S in total, computed with ωB97M-V/def2-TZVPD.

CARTESIAN COORDINATES (ANGSTROEM)
C  -0.61976  1.23604  -0.05200
C  -3.82432  -1.53572  0.45036
N  -0.69657  -0.11181  -0.02563
O  -1.61468  1.92053  -0.16321
O  0.50656  -0.72379  -0.44380
S  -3.94430  -0.14388  -0.15592
H  0.26909  1.67331  0.24669
H  -1.55390  -0.56352  -0.27801
H  0.46228  -1.66687  -0.08358

Highest occupied orbital energy = -9.880 eV
Kohn-Sham gap = 9.623 eV

# 3
The molecule C2H3NO2S2, computed with ωB97M-V/def2-TZVPD.

CARTESIAN COORDINATES (ANGSTROEM)
C  -0.91724  0.74630  -0.23990
C  0.41519  0.84153  0.16330
N  -1.05384  -1.75816  0.09961
O  3.08281  0.12797  -0.49562
O  1.03051  -0.10788  0.99636
S  -1.95869  -0.54468  -0.28238
S  1.78432  -0.37634  -0.42947
H  -1.39572  1.58364  -0.67372
H  0.58427  1.91379  0.23760
H  -1.57160  -2.42617  0.62422

Highest occupied orbital energy (spin up / spin down) = -8.127 / -8.121 eV
Kohn-Sham gap (spin up / spin down) = 7.165 / 7.161 eV

# 4
The molecule C2H3NO2S2, computed with ωB97M-V/def2-TZVPD.

CARTESIAN COORDINATES (ANGSTROEM)
C  1.73167  -0.48558  -0.26545
C  -1.03559  -0.93136  -0.10640
N  0.12650  1.29199  0.77494
O  2.36710  -1.19072  -0.95231
O  -1.25057  1.24626  -1.50846
S  1.71249  1.01597  0.40736
S  -1.42130  0.82290  -0.11205
H  -1.35961  -1.57464  -0.82056
H  -0.87687  -1.29470  0.88537
H  0.00618  1.09988  1.69756

Highest occupied orbital energy (spin up / spin down) = -7.187 / -9.926 eV
Multiplicity = 3
Kohn-Sham gap (spin up / spin down) = 7.399 / 8.060 eV

# 5
A cluster of 2 separate species, C2H3NO3 in total, computed with ωB97M-V/def2-TZVPD.

CARTESIAN COORDINATES (ANGSTROEM)
C  -1.26218  -0.16327  -0.06279
C  -0.14563  0.39058  0.72707
N  1.61673  0.07880  -0.94864
O  -1.77318  -1.19714  0.45169
O  2.71645  -0.49828  -0.41913
O  -1.70694  0.46253  -1.07587
H  -0.06178  -0.01289  1.77427
H  -0.27795  1.54150  0.69046
H  0.89449  -0.60182  -1.13706

Total charge = -2
Highest occupied orbital energy (spin up / spin down) = 1.357 / 1.885 eV
Kohn-Sham gap (spin up / spin down) = 6.227 / 5.692 eV

# 6
A cluster of 2 separate species, C2H3NO3 in total, computed with ωB97M-V/def2-TZVPD.

CARTESIAN COORDINATES (ANGSTROEM)
O  -1.54760  -1.34518  -2.31192
C  -1.87952  -1.72084  -1.27677
O  -2.19662  -2.07220  -0.22248
C  0.90519  0.72729  1.01755
N  0.72456  1.55615  -0.16312
O  0.79207  1.00746  -1.29801
H  1.35028  -0.28535  0.95312
H  1.76831  1.12974  1.58738
H  0.08333  1.00292  1.71425

Highest occupied orbital energy = -9.564 eV
SMILES = O=C=O.CN=O
Kohn-Sham gap = 9.226 eV

# 7
A cluster of 2 separate species, C2H3NO3 in total, computed with ωB97M-V/def2-TZVPD.

CARTESIAN COORDINATES (ANGSTROEM)
O  2.44502  0.91872  -0.41025
C  1.74803  0.06054  0.02108
O  0.85877  -0.58557  -0.73777
O  0.45444  -1.81631  -0.24986
H  1.80125  -0.24284  1.22195
H  -0.43608  -1.88741  -0.51486
C  -2.28326  1.20077  0.21665
N  -2.10369  0.08284  0.29601
H  -2.48449  2.26926  0.15707

Highest occupied orbital energy = -10.735 eV
SMILES = O=COO.C#N
Kohn-Sham gap = 11.602 eV

# 8
A cluster of 2 separate species, C2H3NO3 in total, computed with ωB97M-V/def2-TZVPD.

CARTESIAN COORDINATES (ANGSTROEM)
O  -3.50597  -1.66874  0.86880
C  -2.41045  -1.41674  1.00158
O  -1.33358  -1.13790  1.21445
C  1.62615  0.63833  -0.48398
N  0.18349  0.38666  -0.64023
O  -0.57058  1.30845  -0.44497
H  1.86946  0.14382  0.44623
H  2.28687  0.06769  -1.29821
H  1.85460  1.67844  -0.66368

Highest occupied orbital energy = -9.121 eV
SMILES = O=C=O.CN=O
Kohn-Sham gap = 9.225 eV

# 9
The molecule C2H3NO3, computed with ωB97M-V/def2-TZVPD.

CARTESIAN COORDINATES (ANGSTROEM)
O  -0.11144  2.09512  -1.07548
C  -0.41538  1.07782  -0.38682
O  -1.49315  1.01803  0.44499
C  0.76407  0.07237  -0.66431
N  0.98483  -1.17644  -0.24814
O  -0.15275  -1.51627  0.62034
H  -1.35558  0.12149  0.93699
H  1.60234  0.40053  -1.06872
H  0.17706  -2.09266  1.44114

Highest occupied orbital energy = -10.651 eV
SMILES = O=C(O)/C=N\O
Kohn-Sham gap = 10.314 eV

# 10
The molecule C2H3NO3, computed with ωB97M-V/def2-TZVPD.

CARTESIAN COORDINATES (ANGSTROEM)
O  2.31047  -0.09170  -1.10953
C  1.11777  -0.14046  -1.01944
N  0.40864  -0.26632  0.15569
C  -1.10297  -0.05920  1.02541
O  -1.69438  -0.99923  1.33610
O  -1.39295  1.18696  0.77638
H  0.53999  0.00982  -1.94946
H  0.57997  -1.11788  0.67956
H  -0.76656  1.47801  0.10531

Highest occupied orbital energy = -10.254 eV
SMILES = O=CNC(=O)O
Kohn-Sham gap = 10.481 eV

# 11
The molecule C2H3NO3, computed with ωB97M-V/def2-TZVPD.

CARTESIAN COORDINATES (ANGSTROEM)
O  1.22419  1.31308  1.93268
C  0.47303  1.03675  1.04515
C  0.50101  -0.16617  -0.05174
O  1.22407  -1.22554  -0.32509
N  -0.58831  -0.13993  -0.67843
O  -0.84593  -1.17466  -1.49765
H  -0.44736  1.49224  1.32757
H  -1.52597  0.61938  -0.34564
H  -0.01473  -1.75516  -1.40686

Highest occupied orbital energy = -10.069 eV
SMILES = O=CC(=O)NO
Kohn-Sham gap = 9.729 eV

# 12
The ion C2H3NO3P with charge -1, computed with ωB97M-V/def2-TZVPD.

CARTESIAN COORDINATES (ANGSTROEM)
O  -4.01609  1.13555  0.40740
C  -3.92702  0.14584  -0.19139
O  -4.22020  -0.55253  -1.08260
O  -2.72266  -0.83583  0.63340
C  -1.59447  -0.24227  0.78931
N  -0.94542  0.28704  -0.16607
P  0.44796  1.18139  0.00208
H  -1.01738  -0.24021  1.75572
H  -0.06556  2.32556  -0.76135
H  0.25011  1.56474  1.37360

Total charge = -1
Highest occupied orbital energy = -4.288 eV
SMILES = O=C([O-])O/C=N/P
Kohn-Sham gap = 8.539 eV

# 13
A cluster of 2 separate species, C2H3NO3S in total, computed with ωB97M-V/def2-TZVPD.

CARTESIAN COORDINATES (ANGSTROEM)
C  1.98098  -0.52465  -0.78075
C  -0.07520  -0.27237  -0.33845
N  -0.20635  0.15576  0.99441
O  2.51675  -0.36480  -1.80666
O  -1.25708  -0.27187  1.78082
O  -2.18620  1.36758  -0.49792
S  -0.73642  1.32528  -0.29431
H  2.38445  -0.84134  0.24132
H  -0.57390  -1.12855  -0.93629
H  -1.84703  0.55498  1.63784

Highest occupied orbital energy = -8.927 eV
Kohn-Sham gap = 9.091 eV

# 14
A structure of composition C2H3NO4, computed with ωB97M-V/def2-TZVPD.

CARTESIAN COORDINATES (ANGSTROEM)
N  -0.32582  1.24811  -0.34026
C  0.87390  -0.85158  0.30468
C  -1.01261  0.24123  -0.82363
O  0.54805  0.97939  0.63854
O  0.82640  -1.34031  1.53068
O  1.68707  -1.01953  -0.52771
O  -0.76185  -0.91746  -0.35284
H  0.11966  -0.89691  2.02034
H  -0.28195  2.16126  -0.77813
H  -1.67285  0.39579  -1.67166

Highest occupied orbital energy = -9.505 eV
Kohn-Sham gap = 10.101 eV

# 15
A cluster of 2 separate species, C2H3NO4 in total, computed with ωB97M-V/def2-TZVPD.

CARTESIAN COORDINATES (ANGSTROEM)
O  -3.54490  -1.14530  0.07583
C  -2.61040  -0.45238  -0.06153
N  -1.52729  0.00117  -0.07617
O  -1.08202  1.30089  -0.39973
H  -0.02068  1.17190  -0.44491
O  1.81537  1.33380  0.58714
C  1.98073  0.18472  0.20331
O  1.05512  -0.50465  -0.35466
H  2.81848  -0.41997  0.61627
H  1.11558  -1.47018  -0.14555

Highest occupied orbital energy = -9.702 eV
SMILES = O=C=NO.O=CO
Kohn-Sham gap = 9.771 eV

# 16
A structure of composition C2H3NO4Pb, computed with ωB97M-V/def2-TZVPD.

CARTESIAN COORDINATES (ANGSTROEM)
O  -2.29241  -0.48920  -0.98316
C  -1.02199  -0.59127  -1.07346
O  -0.26440  0.39315  -1.06124
C  0.60064  0.92991  0.13081
O  0.82451  -0.04783  1.00060
N  2.54109  -0.33843  1.06459
O  2.74322  -1.13458  1.79666
H  -0.60706  -1.58114  -1.30839
H  0.00064  1.75182  0.53682
H  1.50259  1.29951  -0.37636
Pb  -4.02683  -0.19194  0.27313

Total charge = +2
Highest occupied orbital energy = -17.579 eV
Kohn-Sham gap = 6.551 eV

# 17
The molecule C2H3NO5S2, computed with ωB97M-V/def2-TZVPD.

CARTESIAN COORDINATES (ANGSTROEM)
C  -1.27818  -1.33334  0.33276
C  0.02441  -0.70066  -0.12133
N  -0.00623  1.48644  0.35298
O  -1.54428  -1.99177  1.27600
O  -3.93297  -1.71319  -0.33853
O  -3.49308  1.89784  -0.63638
O  -2.84181  0.73052  1.52983
O  0.34985  0.34366  0.79782
S  -2.69593  -1.12990  -0.91993
S  -2.60532  1.07791  0.15696
H  0.85710  -1.48919  -0.04234
H  -0.00875  -0.25860  -1.22821
H  -0.14643  2.02940  1.26336

Highest occupied orbital energy (spin up / spin down) = -9.510 / -9.315 eV
Kohn-Sham gap (spin up / spin down) = 6.939 / 8.217 eV

# 18
The molecule C2H3NO6, computed with ωB97M-V/def2-TZVPD.

CARTESIAN COORDINATES (ANGSTROEM)
O  3.03761  -0.24316  -1.99220
C  2.13909  -0.75223  -1.33099
C  1.01497  0.02566  -0.62709
O  -0.12188  -0.71117  -0.93716
O  -1.26102  0.01851  -0.13325
O  -1.16478  -0.27640  1.17493
N  -2.37888  0.72005  1.76995
O  -2.34148  0.80696  2.97687
O  -3.06423  1.17580  0.88529
H  1.97586  -1.85212  -1.22762
H  1.18526  0.02905  0.46217
H  0.97947  1.05905  -1.02090

Highest occupied orbital energy = -10.445 eV
SMILES = O=CCOOO[N+](=O)[O-]
Kohn-Sham gap = 8.939 eV

# 19
The molecule C2H3NOS, computed with ωB97M-V/def2-TZVPD.

CARTESIAN COORDINATES (ANGSTROEM)
O  -2.24992  0.57737  -0.27115
C  -1.70770  -0.43537  -0.50812
N  -0.32237  -0.63089  -0.54530
C  0.40958  0.38009  0.09071
S  1.91511  0.12993  0.59276
H  -2.27393  -1.54016  -0.60540
H  0.05072  -1.47172  -0.78200
H  -0.37395  1.06205  0.39397

Highest occupied orbital energy = -9.084 eV
SMILES = O=CNC=S
Kohn-Sham gap = 8.759 eV

# 20
The molecule C2H3NOS, computed with ωB97M-V/def2-TZVPD.

CARTESIAN COORDINATES (ANGSTROEM)
C  1.39481  0.07937  0.11369
C  -0.84277  -0.32649  -0.02002
N  0.25184  0.69995  -0.07917
O  -0.14697  1.91929  -0.16488
S  2.60303  -0.93424  0.11083
H  -1.76408  0.15994  -0.20168
H  -0.63007  -0.95768  -0.76984
H  -0.86580  -0.64015  1.01107

Highest occupied orbital energy (spin up / spin down) = -8.208 / -8.209 eV
Kohn-Sham gap (spin up / spin down) = 7.138 / 7.139 eV

no.,strongest force on any atom (Eh/bohr)
1,0.1121
2,0.0559
3,0.0814
4,0.0687
5,0.0525
6,0.0885
7,0.0798
8,0.0653
9,0.1559
10,0.1282
11,0.1545
12,0.0625
13,0.0885
14,0.0180
15,0.0950
16,0.0337
17,0.0782
18,0.0858
19,0.1023
20,0.0727